Entry 1:
C6H9NO2S | ωB97M-V with the def2-TZVPD basis set

XYZ file:
```
19
Properties=species:S:1:pos:R:3:forces:R:3:mulliken_charge:R:1
C 2.046742 1.044463 -0.299593 0.208 2.052 -0.455 0.59
C -0.434537 -0.523514 -1.185488 -1.918 -1.608 -0.081 -0.89
C -1.655319 0.001351 -1.495854 3.468 -0.658 -0.304 0.26
C 1.983777 -0.348036 -0.377456 -2.023 -0.207 -0.168 -0.51
C -1.935742 1.363002 -1.950984 -2.063 0.401 1.575 -1.19
C -0.192674 -0.493233 1.793860 1.516 1.233 -0.577 -0.96
N 2.148973 2.210662 -0.369480 -0.124 -1.471 0.241 -0.52
O 2.527185 -0.333447 2.106222 0.033 -1.095 0.846 -0.50
O 1.539462 -2.363567 1.293628 -0.412 -2.100 -0.474 -0.65
S 1.427353 -0.971966 1.096726 0.807 1.915 1.019 1.16
H 2.922329 -1.104101 2.637909 -0.847 1.406 -1.076 0.38
H -0.398187 -1.636145 -1.123033 0.468 0.884 0.154 0.41
H -2.431195 -0.728827 -1.702727 -0.055 -0.243 0.263 0.35
H -2.716938 1.831032 -1.314993 0.043 -0.269 -0.543 0.28
H -2.246928 1.369507 -2.960258 -0.736 -0.161 -1.132 0.34
H -1.154940 2.032901 -1.914139 2.204 1.152 0.322 0.38
H -0.238250 -0.937435 2.743843 0.274 -0.424 1.506 0.42
H -0.310653 0.606425 1.831958 0.008 -0.713 -0.270 0.29
H -0.880456 -1.019072 1.189859 -0.851 -0.095 -0.845 0.38
```
Positions in Å, forces in eV/Å.

## Properties
Maximum force (eV Å⁻¹): 3.5
Frontier orbital gap (alpha / beta) (eV): 7.8 / 8.2
Charge: 0
Relative energy (zero: lowest compared OMol25 entry of this formula, charge and spin) (kcal/mol): 191.6
E_LUMO (alpha / beta) (Eh): -0.05142 / -0.03294
Multiplicity: 1



Entry 2:
C6H9NO3 | ωB97M-V with the def2-TZVPD basis set

XYZ file:
```
19
Properties=species:S:1:pos:R:3:forces:R:3:mulliken_charge:R:1
C -1.417209 0.140483 -0.752305 0.277 0.252 0.020 -0.58
C 1.807512 1.131160 1.231990 -0.115 -0.013 0.156 -1.20
C -0.552263 -2.713906 -1.046692 0.384 -1.376 0.017 0.84
C -0.349268 0.252591 0.243780 -0.692 -0.742 -1.237 0.75
C 0.659384 1.335367 0.284145 0.281 0.289 -0.175 0.89
N -1.104576 -2.767472 0.075617 -0.185 0.703 -0.094 -0.65
C 0.560082 2.418117 -0.485044 -0.331 -0.014 0.224 -1.22
O -0.324737 -0.643227 -1.222625 0.226 0.498 0.863 -0.51
O -0.024073 -3.086592 -2.017816 -0.364 0.675 0.272 -0.40
O -0.373625 -0.542807 1.304205 0.209 -0.396 0.077 -0.54
H -0.785995 -1.432439 1.038581 0.108 0.544 0.071 0.43
H -1.446321 -3.676413 0.357187 0.112 -0.110 -0.210 0.20
H -1.653845 0.990732 -1.386469 -0.027 0.000 -0.020 0.19
H -2.299731 -0.431915 -0.469078 0.024 0.000 0.117 0.30
H 1.448796 1.059389 2.259552 0.055 -0.090 -0.008 0.28
H 2.521932 1.950342 1.171623 -0.068 0.025 -0.080 0.41
H 2.326173 0.200572 0.994273 -0.030 -0.002 0.057 0.29
H 1.234441 3.255361 -0.369767 0.265 -0.161 -0.090 0.30
H -0.226678 2.560661 -1.211155 -0.128 -0.083 0.041 0.22
```
Positions in Å, forces in eV/Å.

## Properties
Maximum force (eV Å⁻¹): 1.6
Frontier orbital gap (eV): 10.3
Charge: 0
Relative energy (zero: lowest compared OMol25 entry of this formula, charge and spin) (kcal/mol): 56.5
E_LUMO (Eh): 0.02724
Multiplicity: 1
Structure (SMILES): C=C(C)[C@@]1(O)CO1.N=C=O



Entry 3:
C6H9NO3 | ωB97M-V with the def2-TZVPD basis set

XYZ file:
```
19
Properties=species:S:1:pos:R:3:forces:R:3:mulliken_charge:R:1
O -1.547996 -2.172756 -1.311200 1.737 2.265 0.677 -0.55
C -1.025675 -1.097578 -1.125034 -1.324 -2.683 -3.131 0.84
C -1.760514 0.075752 -0.499771 0.767 0.895 0.343 -0.72
N -0.942462 0.945485 0.299091 -0.390 0.077 0.025 -0.17
C -0.364352 0.359350 1.483617 0.060 -0.016 -0.248 -0.96
C 0.954972 -0.328569 1.103581 0.549 0.010 0.297 0.44
O 0.748551 -1.254274 0.045531 0.736 1.361 -3.202 -0.69
C 1.978017 0.683147 0.770866 0.624 0.696 -0.303 -0.95
C 2.784284 1.535223 0.472495 -0.546 -0.613 -0.123 0.16
H -2.222167 0.626997 -1.329369 0.195 -0.137 0.123 0.37
H -2.575229 -0.366831 0.100847 0.302 -0.130 -0.281 0.32
H -0.887528 1.935503 0.110359 -0.039 -0.478 0.077 0.22
H -0.210913 1.078041 2.304043 0.008 -0.087 -0.435 0.46
H -1.041080 -0.418924 1.865979 0.050 0.097 -0.050 0.35
H 1.317117 -0.908191 1.964642 -0.025 0.064 -0.067 0.26
H 3.485789 2.256444 0.091198 -0.269 -0.282 0.340 0.44
O 0.113522 -0.681585 -2.312996 -0.852 0.311 2.615 -0.67
H 1.020714 -0.839269 -1.111424 -1.307 -1.061 3.089 0.52
H 0.174950 -1.427966 -2.922455 -0.274 -0.288 0.256 0.33
```
Positions in Å, forces in eV/Å.

## Properties
Maximum force (eV Å⁻¹): 4.3
Frontier orbital gap (eV): 9.6
Charge: 0
Relative energy (zero: lowest compared OMol25 entry of this formula, charge and spin) (kcal/mol): 103.1
E_LUMO (Eh): 0.02505
Multiplicity: 1



Entry 4:
C6H9NO3 | ωB97M-V with the def2-TZVPD basis set

XYZ file:
```
19
Properties=species:S:1:pos:R:3:forces:R:3:mulliken_charge:R:1
C -0.412921 1.137670 0.174371 -1.129 -1.743 3.392 0.16
C -1.946600 0.876889 0.158183 1.925 6.354 1.528 -0.70
C -2.507939 -0.252411 -0.014483 3.334 -3.706 -0.521 -0.20
C -1.701706 -1.591652 -0.089897 -3.495 -1.482 -3.260 -0.76
C 0.266943 -0.204201 -0.263557 -0.956 0.403 2.077 0.29
C 1.707115 -0.321542 0.153239 1.814 5.585 1.223 0.16
H -0.117873 2.087337 -1.274195 -2.487 -1.696 -14.792 0.21
H -0.147908 1.554321 1.171381 -0.180 -1.758 0.251 0.31
H -2.570525 1.878003 0.494905 1.404 -2.613 -1.311 0.18
H -3.491952 -0.190086 -0.038232 -4.638 -0.756 -0.063 0.54
H -1.839082 -2.120398 -1.300103 0.883 1.909 3.092 0.22
H -2.438241 -2.414186 0.378538 2.452 1.684 -0.065 0.31
H -0.415878 -1.580627 1.581061 1.076 1.521 -5.002 0.34
H 0.087939 -0.219969 -1.354942 0.563 -0.566 0.318 0.45
H 3.276625 -1.029778 -0.521417 2.028 -0.128 0.570 0.35
N -0.310216 -1.424736 0.316438 -2.433 -2.098 4.091 -0.45
O 0.026466 2.219272 -0.497289 2.885 3.639 11.378 -0.43
O 2.421901 -0.828703 -0.835111 -1.254 -1.121 -0.586 -0.41
O 2.226515 0.376932 1.074999 -1.793 -3.427 -2.321 -0.57
```
Positions in Å, forces in eV/Å.

## Properties
Maximum force (eV Å⁻¹): 15.1
Frontier orbital gap (eV): 9.8
Charge: 0
Relative energy (zero: lowest compared OMol25 entry of this formula, charge and spin) (kcal/mol): 120.3
E_LUMO (Eh): 0.02500
Multiplicity: 1



Entry 5:
C6H9NO3 | ωB97M-V with the def2-TZVPD basis set

XYZ file:
```
19
Properties=species:S:1:pos:R:3:forces:R:3:mulliken_charge:R:1
C 0.584155 2.675151 0.581436 0.447 0.138 0.018 -0.76
C -1.192858 -1.996724 0.106680 -0.207 0.459 -0.080 -1.13
N -0.337771 1.650221 0.215291 -0.860 -0.776 -1.071 -0.29
C 0.858676 -0.468244 0.524229 1.509 -2.274 0.051 0.67
C -1.065417 1.303250 -0.683988 -0.230 1.905 1.496 0.69
C -0.033269 -1.229431 -0.453261 0.651 -0.225 0.065 0.46
C 0.392926 -1.349269 -1.711192 -0.232 0.590 0.372 -0.97
O 0.473082 -0.672277 1.813261 -0.427 0.364 -0.281 -0.46
O 1.988794 -0.102797 0.263632 -0.936 0.571 0.043 -0.60
O -1.965461 1.053098 -1.381580 0.158 -0.674 -0.627 -0.48
H 1.180517 -0.367669 2.398577 0.080 0.089 -0.209 0.36
H 0.499193 3.545919 -0.075804 0.019 -0.095 0.161 0.37
H 0.373062 2.961836 1.616490 0.113 0.055 -0.220 0.26
H 1.598345 2.262825 0.518383 -0.125 0.193 0.071 0.28
H -0.848296 -2.725941 0.834530 0.022 -0.050 0.103 0.29
H -1.731427 -2.513558 -0.685744 0.013 0.042 -0.016 0.40
H -1.877614 -1.316630 0.616478 -0.086 -0.121 0.053 0.28
H 1.276292 -0.824176 -2.040020 0.143 0.026 0.015 0.30
H -0.172929 -1.885585 -2.457400 -0.051 -0.214 0.055 0.31
```
Positions in Å, forces in eV/Å.

## Properties
Maximum force (eV Å⁻¹): 2.7
Frontier orbital gap (eV): 10.6
Charge: 0
Relative energy (zero: lowest compared OMol25 entry of this formula, charge and spin) (kcal/mol): 18.4
E_LUMO (Eh): 0.02447
Multiplicity: 1
Structure (SMILES): C=C(C)C(=O)O.CN=C=O



Entry 6:
C6H9NO8P2Pd | ωB97M-V with the def2-TZVPD basis set

XYZ file:
```
27
Properties=species:S:1:pos:R:3:forces:R:3:mulliken_charge:R:1
Pd 0.596152 -1.273795 -0.785052 0.568 -0.144 -1.605 0.23
O 4.258757 -2.081202 0.580168 0.083 0.122 -0.128 -0.50
P 2.760371 -1.669162 0.356871 -0.574 -0.130 0.476 1.18
O 2.561504 -0.432228 -0.522345 -0.171 0.030 -0.041 -0.58
O 1.960834 -2.790845 -0.295905 -0.143 0.163 0.088 -0.62
O 2.209743 -1.391859 1.823144 0.349 0.175 -0.102 -0.12
P 0.639912 -1.025880 2.262822 -0.325 -0.726 0.073 0.77
O 0.494992 0.500608 1.760650 0.074 0.335 -0.064 -0.30
O 0.547292 -1.102263 3.722742 0.087 -0.025 -0.120 -0.74
O -0.218852 -1.842465 1.318392 -0.135 0.420 0.689 -0.57
H 4.821638 -1.367688 0.911478 -0.079 -0.121 0.021 0.35
H 0.709319 1.095097 2.492264 -0.028 -0.097 -0.078 0.26
O -1.646016 -1.980275 -0.895184 0.229 -0.184 0.222 -0.61
C -2.473710 -0.830967 -0.850118 0.046 0.034 -0.027 -0.55
C -1.694172 0.456353 -0.922812 -0.143 -0.040 -0.182 0.95
C -2.292754 1.672445 -0.641640 -0.074 -0.029 -0.096 -0.66
C -1.558887 2.831582 -0.786583 -0.028 0.157 0.030 -0.24
C -0.241125 2.758689 -1.212701 -0.023 -0.030 -0.059 -0.65
C 0.301200 1.515615 -1.445592 0.024 -0.035 -0.158 -0.27
N -0.418778 0.389623 -1.320150 0.161 0.207 0.928 -0.27
H -1.457516 -2.244763 0.031865 0.025 0.032 0.056 0.50
H -3.095868 -0.822112 0.046301 0.034 -0.075 0.035 0.38
H -3.140439 -0.876685 -1.713991 -0.005 0.015 -0.015 0.32
H -3.319557 1.696446 -0.301697 0.009 -0.003 -0.006 0.39
H -2.006676 3.790067 -0.556878 0.005 -0.014 -0.010 0.41
H 0.365244 3.644172 -1.331801 0.014 -0.011 -0.003 0.42
H 1.337399 1.381494 -1.724247 0.018 -0.025 0.077 0.50
```
Positions in Å, forces in eV/Å.

## Properties
Maximum force (eV Å⁻¹): 1.7
Frontier orbital gap (alpha / beta) (eV): 7.7 / 7.8
Charge: 0
E_LUMO (alpha / beta) (Eh): -0.05841 / -0.05399
Multiplicity: 1



Question: What is the formula in the sixth record?
Answer: C6H9NO8P2Pd